Record 1
Here is a structure of composition C38H43ClN3O4PSSiTm from the Open Molecules 2025 dataset. Energies are from wB97M-V/def2-TZVPD.

Positions of all 93 atoms, in Å:
Tm: -0.0038 0.6643 0.3305
O: -2.8191 -1.7107 0.7725
S: -1.3982 -1.7000 0.5871
O: -0.6704 -0.9663 1.6374
O: -0.9292 -1.1842 -0.7176
C: -0.9063 -3.4157 0.5873
C: -1.8264 -4.3849 0.9347
C: -1.4671 -5.7190 0.8547
C: -0.1830 -6.0588 0.4489
C: 0.7259 -5.0760 0.0999
C: 0.3648 -3.7299 0.1459
P: 1.5095 -2.3359 -0.2426
C: 2.9820 -3.1271 0.5312
C: 2.8415 -3.6938 1.7970
C: 3.9259 -4.2600 2.4369
C: 5.1767 -4.2463 1.8387
C: 5.3385 -3.6337 0.6077
C: 4.2506 -3.0699 -0.0363
C: 1.7861 -2.7543 -2.0147
C: 2.4981 -3.8536 -2.4861
C: 2.6725 -4.0377 -3.8462
C: 2.1385 -3.1344 -4.7519
C: 1.4212 -2.0430 -4.2912
C: 1.2501 -1.8544 -2.9315
H: -2.8020 -4.0587 1.2616
H: -2.1819 -6.4866 1.1128
H: 0.1103 -7.1000 0.4092
H: 1.7222 -5.3578 -0.2021
H: 1.8710 -3.6887 2.2763
H: 3.7990 -4.7075 3.4124
H: 6.0208 -4.7050 2.3333
H: 6.3180 -3.5956 0.1500
H: 4.3770 -2.5693 -0.9862
H: 2.9389 -4.5630 -1.8002
H: 3.2363 -4.8901 -4.2016
H: 2.2876 -3.2788 -5.8132
H: 1.0033 -1.3312 -4.9886
H: 0.6832 -1.0082 -2.5599
Cl: 1.4072 2.8755 1.7647
C: 1.7515 1.8292 3.1175
C: 1.5468 2.2527 4.4107
C: 1.7724 1.3668 5.4546
C: 2.1511 0.0615 5.1611
C: 2.3340 -0.3539 3.8622
C: 2.1608 0.5230 2.7683
C: 2.3882 0.1481 1.3994
H: 1.2202 3.2651 4.5939
H: 1.6598 1.6869 6.4802
H: 2.3298 -0.6318 5.9724
H: 2.6302 -1.3750 3.6632
H: 2.9620 -0.7838 1.3616
H: 2.9223 0.9222 0.8300
C: -4.2395 0.8109 -0.0198
Si: -2.5998 1.8812 0.1176
C: -3.0520 3.0811 -1.4498
C: -2.1729 4.3251 -1.4608
C: -4.5119 3.5223 -1.5434
C: -2.7122 2.2830 -2.7142
C: -2.9703 2.6918 1.9424
C: -3.9448 3.8638 1.9638
C: -3.5028 1.5904 2.8627
C: -1.6458 3.1647 2.5447
H: -5.1275 1.3566 0.2967
H: -4.1526 -0.0814 0.5876
H: -4.4091 0.4746 -1.0394
H: -2.3107 4.9215 -0.5646
H: -2.3947 4.9609 -2.3214
H: -1.1279 4.0347 -1.5196
H: -4.8038 4.0782 -0.6600
H: -5.1776 2.6727 -1.6530
H: -4.6617 4.1733 -2.4077
H: -1.6805 1.9245 -2.6731
H: -2.8219 2.9116 -3.6005
H: -3.3673 1.4211 -2.8312
H: -4.9134 3.5673 1.5699
H: -3.5581 4.6933 1.3773
H: -4.0850 4.2170 2.9880
H: -4.5215 1.3171 2.6083
H: -3.4910 1.9275 3.9005
H: -2.8888 0.6920 2.7945
H: -1.1363 3.8675 1.8860
H: -1.0034 2.2946 2.7377
H: -1.8128 3.6755 3.4956
N: 2.8924 2.0722 -2.6202
C: 1.9698 2.5914 -1.7396
O: 1.0758 1.8061 -1.2887
C: 2.0963 3.9581 -1.4470
C: 3.1799 4.6966 -1.9199
N: 4.0887 5.3074 -2.2883
C: 1.2122 4.6623 -0.6284
N: 0.5440 5.3047 0.0561
H: 3.7254 2.6125 -2.7877
H: 2.9654 1.0678 -2.6563

Properties
Frontier orbital gap (alpha / beta) = 0.231 / 0.232 hartree
Multiplicity = 3
Highest occupied orbital energy (alpha / beta) = -0.1541 / -0.1552 Eh
Total charge = -1
ΔE to the lowest compared entry with this formula, charge and spin = 86.0 kJ/mol
⟨S²⟩ = 2.002

Löwdin atomic charge list, values in e, 2 entries: 1.2283, -0.2769



Record 2
Here is a structure of composition C25H48Cl3LaN4O3SSi from the Open Molecules 2025 dataset. Energies are from wB97M-V/def2-TZVPD.

Positions of all 86 atoms, in Å:
C: 0.0826 3.3102 -3.3898
C: -0.5409 1.9611 -3.5484
H: 0.2129 3.7971 -4.3610
H: 1.0594 3.2381 -2.8886
H: -0.5466 3.9479 -2.7590
C: -0.4741 1.2552 -4.6928
C: 0.2490 1.6919 -5.9213
H: -1.0497 0.3323 -4.8067
H: 1.1567 2.2660 -5.6845
H: -0.3811 2.2907 -6.6014
H: 0.5606 0.8077 -6.4938
La: 0.7960 0.6839 0.7841
Cl: -1.0930 2.2374 2.0499
Cl: 3.4952 0.0995 1.1954
C: -2.2168 -1.2091 0.6055
O: -1.0132 -1.0086 0.8967
N: -2.6995 -2.4361 0.3793
C: -1.7853 -3.5712 0.2734
C: -4.1076 -2.6918 0.0911
H: -2.9387 -0.3705 0.5349
H: -0.8160 -3.2954 0.7001
H: -1.6563 -3.8589 -0.7836
H: -2.2201 -4.4195 0.8196
H: -4.6538 -1.7422 0.0911
H: -4.5328 -3.3607 0.8590
H: -4.2138 -3.1729 -0.8935
H: 1.8468 0.8567 -2.6170
H: 1.2736 -1.4245 -4.4554
C: 2.6268 0.1064 -2.4093
C: 2.0523 -1.8647 -3.8177
N: 2.0609 -1.2437 -2.4927
H: 3.0683 0.2869 -1.4166
C: 1.6217 -1.9443 -1.4329
O: 1.4127 -1.4790 -0.2946
H: 1.8393 -2.9319 -3.6830
H: 1.4291 -3.0128 -1.6684
H: 3.3938 0.1935 -3.1876
H: 3.0227 -1.7333 -4.3034
O: -0.1800 1.2713 -1.3066
C: -1.1569 1.4163 -2.2661
C: -1.3128 -1.0440 -2.8048
C: -1.9827 0.1442 -2.5172
H: -0.2187 -1.0128 -2.7767
C: -2.0192 -2.1928 -3.1769
H: -1.8694 2.1843 -1.9060
C: -3.3761 0.1753 -2.5519
H: -1.4722 -3.1123 -3.3842
C: -3.4094 -2.1342 -3.2886
C: -4.0840 -0.9560 -2.9688
H: -3.8895 1.1062 -2.2886
H: -3.9705 -3.0206 -3.5809
H: -5.1761 -0.9162 -3.0367
Si: 3.0190 4.2185 1.7347
Cl: 1.9692 3.2284 0.0899
C: 4.6128 3.2952 2.0092
C: 1.8619 4.2977 3.1978
C: 3.4294 5.9466 1.1577
H: 4.5183 2.2173 1.8173
H: 4.9425 3.4313 3.0478
H: 5.3782 3.7204 1.3441
H: 4.1948 5.9422 0.3727
H: 3.8313 6.5060 2.0146
H: 2.5506 6.4799 0.7856
H: 1.2507 3.3970 3.3361
H: 1.1755 5.1491 3.0611
H: 2.4538 4.4782 4.1088
C: -1.2871 0.4212 5.0236
N: -1.0447 -0.9585 4.6230
C: -2.2303 -1.7572 4.3168
C: 0.1538 -1.2659 4.0692
S: 1.3190 -0.0621 3.8161
N: 0.4018 -2.5769 3.7746
C: -0.0434 -3.5841 4.7341
C: 1.6337 -2.9095 3.0544
H: -2.1667 0.4270 5.6727
H: -1.4593 1.0626 4.1431
H: -0.4110 0.7924 5.5647
H: -2.2133 -2.1385 3.2880
H: -2.3334 -2.5919 5.0160
H: -3.1043 -1.1127 4.4382
H: -0.8224 -4.2169 4.2923
H: 0.8030 -4.2252 5.0025
H: -0.4320 -3.1141 5.6442
H: 1.6662 -2.4252 2.0690
H: 2.5168 -2.5722 3.6211
H: 1.6619 -4.0001 2.9359

Properties
Frontier orbital gap = 0.295 hartree
Multiplicity = 1
Highest occupied orbital energy = -0.2848 Eh
Total charge = 0
ΔE to the lowest compared entry with this formula, charge and spin = 0.0 kJ/mol

Löwdin atomic charge list, values in e, 2 entries: -0.0470, -0.2405



Record 3
Here is a structure of composition C19H19InN3O4S3Se2 from the Open Molecules 2025 dataset. Energies are from wB97M-V/def2-TZVPD.

Positions of all 51 atoms, in Å:
In: 0.0593 0.6019 -1.8841
O: -4.2593 2.3118 -1.3940
C: -3.0181 1.8631 -1.4086
O: -2.4768 1.3739 -2.3794
C: -2.3243 1.9666 -0.0973
C: -2.9699 2.2557 1.0844
C: -2.2298 2.2141 2.2641
C: -0.8968 1.8625 2.2163
C: -0.3273 1.5744 0.9831
N: -1.0239 1.6625 -0.1422
C: 1.1065 1.0778 0.8606
O: 1.7564 0.9530 1.8715
O: 1.4990 0.8299 -0.3597
H: -4.6659 2.1838 -2.2619
H: -4.0268 2.4808 1.0789
H: -2.7057 2.4293 3.2125
H: -0.2841 1.7966 3.1038
C: 2.4365 -1.8829 -3.2073
Se: 2.4547 0.0525 -3.3431
C: 1.4318 0.1325 -5.0090
C: 1.0485 1.5508 -5.3683
Se: 0.0369 2.5095 -3.9878
C: 1.4999 3.5867 -3.2773
H: 1.4138 -2.2394 -3.1460
H: 2.9775 -2.1430 -2.3026
H: 2.9449 -2.2951 -4.0734
H: 0.5588 -0.5053 -4.8797
H: 2.0560 -0.2880 -5.7953
H: 0.4049 1.5374 -6.2431
H: 1.9184 2.1654 -5.5850
H: 1.9298 4.1547 -4.0962
H: 2.2494 2.9617 -2.8028
H: 1.0703 4.2660 -2.5464
S: 2.2274 -4.4473 2.1431
C: 1.1432 -3.4739 1.4077
S: 0.9242 -3.3686 -0.3243
C: -0.2612 -2.1028 -0.1229
N: -0.4822 -1.7980 1.1031
N: 0.2646 -2.5590 1.9548
C: 0.0466 -2.3793 3.3676
C: 0.2067 -1.1172 3.9113
C: -0.0233 -0.9286 5.2666
C: -0.4007 -1.9989 6.0649
C: -0.5532 -3.2610 5.5051
C: -0.3341 -3.4565 4.1501
S: -1.2022 -1.4630 -1.4549
H: 0.5609 -0.3114 3.2803
H: 0.1085 0.0545 5.7031
H: -0.5668 -1.8531 7.1255
H: -0.8445 -4.1005 6.1235
H: -0.4587 -4.4362 3.7106

Properties
Frontier orbital gap = 0.236 hartree
Multiplicity = 1
Highest occupied orbital energy = -0.3716 Eh
Total charge = +1

Löwdin atomic charge list, values in e, 2 entries: 0.4982, 0.1760



Record 4
Here is a cluster of 5 separate species, C28H31BrO3 in total from the Open Molecules 2025 dataset. Energies are from wB97M-V/def2-TZVPD.

Positions of all 63 atoms, in Å:
O: -0.0092 2.3233 -2.9151
C: -0.6250 2.2820 -3.8920
O: -0.6644 1.1967 -4.6586
O: -1.3573 3.2704 -4.3900
C: -2.2377 3.8492 -3.4243
C: -3.1953 2.8658 -2.8105
C: -4.3414 2.5186 -3.7467
Br: -5.3472 1.0417 -2.9580
H: -1.5225 1.1877 -5.1012
H: -1.7071 4.3980 -2.6674
H: -2.8151 4.5824 -3.9612
H: -2.7283 1.9550 -2.4590
H: -3.6289 3.3445 -1.9488
H: -5.0119 3.3495 -3.8001
H: -4.0007 2.2419 -4.7226
C: -7.9829 -1.1257 -4.3299
C: -8.8867 -2.0506 -3.8259
C: -9.5572 -2.9073 -4.6877
C: -9.3262 -2.8367 -6.0544
C: -8.4277 -1.9070 -6.5588
C: -7.7553 -1.0528 -5.6962
H: -7.4530 -0.4588 -3.6613
H: -9.0685 -2.1041 -2.7600
H: -10.2601 -3.6305 -4.2944
H: -9.8472 -3.5062 -6.7268
H: -8.2509 -1.8488 -7.6253
H: -7.0523 -0.3284 -6.0885
C: 1.0673 -0.4793 0.3757
C: 0.7413 0.6089 -0.4226
C: 0.6940 1.8832 0.1285
C: 0.9692 2.0652 1.4773
C: 1.2879 0.9754 2.2762
C: 1.3387 -0.2965 1.7252
H: 1.1108 -1.4723 -0.0546
H: 0.5255 0.4674 -1.4714
H: 0.4439 2.7310 -0.4935
H: 0.9350 3.0585 1.9069
H: 1.4976 1.1182 3.3292
H: 1.5891 -1.1468 2.3478
C: 4.5542 -1.7437 1.3941
C: 4.7518 -2.0743 2.7268
C: 5.8489 -2.8386 3.0997
C: 6.7474 -3.2764 2.1367
C: 6.5464 -2.9521 0.8018
C: 5.4511 -2.1847 0.4307
H: 3.7044 -1.1416 1.1068
H: 4.0496 -1.7337 3.4784
H: 6.0034 -3.0922 4.1412
H: 7.6044 -3.8708 2.4266
H: 7.2450 -3.2973 0.0502
H: 5.2954 -1.9296 -0.6099
C: 6.1845 -0.0030 7.9298
C: 6.4639 -0.2454 6.5920
C: 5.5359 0.0918 5.6168
C: 4.3269 0.6684 5.9797
C: 4.0442 0.9042 7.3179
C: 4.9735 0.5698 8.2928
H: 6.9106 -0.2609 8.6901
H: 7.4061 -0.6973 6.3086
H: 5.7548 -0.0945 4.5733
H: 3.6044 0.9338 5.2179
H: 3.0991 1.3497 7.6014
H: 4.7541 0.7554 9.3365

Properties
Frontier orbital gap = 0.349 hartree
Multiplicity = 1
Highest occupied orbital energy = -0.3373 Eh
Structure (SMILES) = O=C(O)OCCCBr.c1ccccc1.c1ccccc1.c1ccccc1.c1ccccc1
Total charge = 0
ΔE to the lowest compared entry with this formula, charge and spin = 35.7 kJ/mol

Löwdin atomic charge list, values in e, 2 entries: 0.1877, -0.6909



The calculation returns the following strongest force on any atom values, one per record and in order: 2.9; 2.0; 0.6; 3.9 eV/Å.